Here is a molecular structure, C41H32ClN6O4PSTi from the OMol25 dataset. Energies are from the ωB97M-V functional and the def2-TZVPD basis.

```
! wB97M-V def2-TZVPD RIJCOSX def2/J DEFGRID3
* xyz 2 1
Ti -0.051 -0.152 -0.061
C 3.224 -0.910 3.047
C 1.972 -0.790 2.240
N 1.929 -0.433 1.008
N 3.110 -0.249 0.353
C 3.102 0.149 -0.931
N 4.266 0.251 -1.554
S 1.654 0.568 -1.698
C 0.667 -1.175 2.811
C 0.584 -1.776 4.057
C -0.637 -2.262 4.501
C -1.731 -2.143 3.666
C -1.568 -1.524 2.437
N -0.406 -1.021 2.007
H 3.988 -0.205 2.720
H 3.022 -0.678 4.090
H 3.628 -1.925 3.000
H 3.965 -0.531 0.809
H 5.147 0.045 -1.110
H 4.284 0.543 -2.518
H 1.464 -1.892 4.669
H -0.720 -2.741 5.466
H -2.704 -2.525 3.940
H -2.412 -1.441 1.773
O -2.507 -5.116 -2.088
C -3.476 -4.239 -1.871
O -4.632 -4.489 -2.052
C -3.081 -2.900 -1.322
C -3.971 -1.858 -1.046
Cl -5.648 -1.804 -1.173
N -3.264 -0.801 -0.573
N -1.958 -1.133 -0.484
C -1.846 -2.372 -0.953
C -0.441 -2.859 -1.036
O -0.122 -3.928 -1.493
O 0.394 -1.960 -0.570
C -3.729 0.531 -0.304
C -4.446 1.193 -1.287
C -4.895 2.479 -1.032
C -4.607 3.100 0.175
C -3.871 2.431 1.142
C -3.440 1.134 0.909
H -1.610 -4.785 -1.868
H -4.652 0.720 -2.237
H -5.462 3.002 -1.791
H -4.959 4.106 0.363
H -3.643 2.908 2.087
H -2.894 0.613 1.679
C 4.603 3.671 0.648
C 3.681 3.933 -0.355
C 2.360 3.528 -0.216
C 1.956 2.852 0.931
C 2.886 2.599 1.941
C 4.203 3.007 1.802
P 0.253 2.252 1.113
C -0.150 2.641 2.839
C -1.053 1.874 3.569
C -1.419 2.242 4.855
C -0.882 3.385 5.430
C 0.021 4.158 4.714
C 0.388 3.789 3.430
C -0.768 3.277 0.049
C -1.051 4.596 0.293
C -1.749 5.355 -0.665
C -2.111 4.784 -1.854
C -1.830 3.425 -2.135
C -2.183 2.838 -3.373
C -1.903 1.525 -3.617
C -1.289 0.736 -2.619
C -0.932 1.253 -1.394
C -1.178 2.639 -1.153
H 5.626 4.007 0.543
H 3.984 4.470 -1.244
H 1.651 3.747 -1.005
H 2.570 2.120 2.862
H 4.911 2.836 2.604
H -1.487 0.979 3.144
H -2.126 1.636 5.406
H -1.164 3.673 6.434
H 0.440 5.052 5.156
H 1.099 4.400 2.888
H -0.734 5.066 1.216
H -1.976 6.393 -0.465
H -2.623 5.372 -2.606
H -2.669 3.445 -4.126
H -2.155 1.077 -4.569
H -1.099 -0.307 -2.859
*
```

Values from the calculation:
Frontier orbital gap: 0.244 Ha
HOMO: -13.253 eV
ΔE to the lowest compared entry with this formula, charge and spin: 3.1 kcal/mol

Here are the Löwdin charges for atoms 1 to 2, given in e: number 1, Ti, carries 0.860; number 2, C, carries 0.015

***

Here is a molecular structure, C41H32MoN7O2 from the OMol25 dataset. Energies are from the ωB97M-V functional and the def2-TZVPD basis.

```
! wB97M-V def2-TZVPD RIJCOSX def2/J DEFGRID3
* xyz 1 3
Mo 0.147 0.228 -0.575
C -4.732 0.087 4.862
C -3.535 0.131 3.958
C -2.252 0.356 4.460
C -1.165 0.373 3.624
C -1.259 0.172 2.231
N -0.103 0.185 1.468
C 1.096 -0.248 2.071
C 1.162 -1.426 2.824
C 2.364 -1.920 3.290
C 3.570 -1.287 2.995
C 4.889 -1.860 3.426
C 3.519 -0.124 2.241
C 2.307 0.400 1.810
N 2.335 1.619 1.076
C 3.155 2.669 1.280
C 2.906 3.594 0.295
C 1.897 3.022 -0.484
N 1.561 1.833 -0.006
C -2.561 0.016 1.722
C -3.656 -0.033 2.594
N -2.869 -0.109 0.319
C -4.105 -0.112 -0.226
C -3.992 -0.364 -1.574
C -2.628 -0.503 -1.791
N -1.955 -0.329 -0.652
H -4.551 -0.556 5.724
H -5.611 -0.290 4.340
H -4.972 1.082 5.242
H -2.107 0.518 5.521
H -0.183 0.552 4.040
H 0.240 -1.953 3.038
H 2.372 -2.835 3.870
H 4.752 -2.689 4.118
H 5.505 -1.107 3.918
H 5.445 -2.229 2.562
H 4.438 0.370 1.951
H 3.826 2.681 2.121
H 3.372 4.554 0.165
H 1.391 3.423 -1.345
H -4.644 -0.229 2.206
H -4.981 0.074 0.362
H -4.788 -0.432 -2.292
H -2.091 -0.680 -2.706
O 3.698 -1.882 -0.812
C 2.534 -1.569 -0.744
O 2.038 -0.406 -1.065
C 1.493 -2.540 -0.250
C 1.832 -3.820 0.151
C 0.828 -4.654 0.608
C -0.472 -4.171 0.652
C -0.727 -2.879 0.229
N 0.238 -2.074 -0.228
H 2.871 -4.112 0.098
H 1.050 -5.662 0.929
H -1.290 -4.782 1.006
H -1.730 -2.478 0.252
C -2.131 4.042 0.034
C -2.236 4.533 -1.261
C -1.667 3.827 -2.305
C -1.007 2.620 -2.057
C -0.919 2.103 -0.759
C -1.473 2.846 0.281
C -0.364 1.849 -3.133
C -0.190 2.379 -4.434
C 0.417 1.630 -5.391
C 0.795 0.299 -5.107
C 1.346 -0.551 -6.092
C 1.613 -1.858 -5.806
C 1.308 -2.366 -4.528
C 0.796 -1.557 -3.552
C 0.563 -0.190 -3.805
N 0.062 0.629 -2.813
H -2.557 4.600 0.859
H -2.752 5.463 -1.453
H -1.753 4.221 -3.308
H -1.380 2.506 1.304
H -0.509 3.387 -4.647
H 0.590 2.032 -6.382
H 1.537 -0.146 -7.078
H 2.033 -2.510 -6.559
H 1.478 -3.414 -4.315
H 0.536 -1.966 -2.591
*
```

Values from the calculation:
Frontier orbital gap (spin up / spin down): 0.249 / 0.247 Ha
HOMO (spin up / spin down): -9.592 / -9.957 eV
ΔE to the lowest compared entry with this formula, charge and spin: 0.0 kcal/mol

Here are the Löwdin charges for atoms 1 to 2, given in e: number 1, Mo, carries 1.727; number 2, C, carries -0.042

***

Here is a molecular structure, C41H33Cl5FInN6O5STe at a distorted geometry from the OMol25 dataset. Energies are from the ωB97M-V functional and the def2-TZVPD basis.

```
! wB97M-V def2-TZVPD RIJCOSX def2/J DEFGRID3
* xyz 0 1
In 0.533 1.941 -2.141
C -3.765 3.237 -0.664
C -2.578 2.786 -1.467
N -1.299 2.749 -0.897
N -1.121 3.281 0.299
C 0.185 3.386 0.598
O 1.115 3.082 -0.250
C 0.493 3.781 1.990
C 1.649 3.315 2.576
C 1.885 3.503 3.930
C 1.018 4.256 4.719
C -0.065 4.842 4.032
C -0.417 4.482 2.763
C -2.698 2.217 -2.770
C -3.996 1.997 -3.372
C -4.108 1.276 -4.506
C -2.938 0.776 -5.202
C -1.744 1.004 -4.526
N -1.592 1.669 -3.382
H -3.528 4.060 -0.002
H -4.204 2.408 -0.091
H -4.581 3.524 -1.285
H 2.493 2.897 1.937
H 2.817 3.095 4.440
H 1.269 4.449 5.731
H -0.737 5.454 4.577
H -1.413 4.764 2.414
H -4.902 2.382 -2.909
H -5.115 1.164 -4.953
H -2.988 0.241 -6.148
H -0.806 0.623 -5.004
F -1.921 -1.810 3.166
C -1.287 -2.360 2.075
C -0.744 -1.451 1.174
C 0.077 -1.896 0.090
C 0.456 -0.971 -0.950
O 0.152 0.210 -0.759
C 1.190 -1.554 -2.043
C 1.508 -2.905 -1.995
N 1.247 -3.697 -0.904
C 1.510 -5.124 -0.935
C 2.688 -5.549 -1.736
C 2.616 -5.679 -0.216
C 0.403 -3.265 0.096
C -0.218 -4.138 1.045
C -1.057 -3.766 2.046
N -1.520 -4.707 2.980
C -2.921 -4.630 3.340
C -3.508 -5.975 3.782
N -2.516 -6.686 4.677
C -1.427 -5.746 5.204
C -0.640 -5.193 4.066
C 1.539 -0.853 -3.320
O 2.181 -1.504 -4.137
O 1.020 0.294 -3.584
H -1.102 -0.419 1.169
H 1.980 -3.352 -2.847
H 0.692 -5.862 -1.061
H 3.364 -4.693 -2.019
H 2.558 -6.488 -2.266
H 3.232 -4.931 0.262
H 2.371 -6.704 0.138
H 0.120 -5.165 1.097
H -3.492 -4.286 2.444
H -3.041 -3.836 4.127
H -3.842 -6.709 3.002
H -4.393 -5.743 4.313
H -2.102 -7.441 4.131
H -3.009 -7.209 5.438
H -0.757 -6.310 5.893
H -1.942 -4.987 5.844
H 0.015 -6.049 3.713
H 0.089 -4.386 4.355
Cl 7.908 2.643 0.471
C 6.561 2.238 -0.502
C 5.674 1.261 -0.076
Cl 6.193 0.151 1.123
C 4.466 1.135 -0.721
Cl 3.363 -0.049 -0.228
C 4.068 2.045 -1.799
O 2.866 1.992 -2.293
C 5.000 2.977 -2.209
Cl 4.690 4.152 -3.482
C 6.338 2.932 -1.636
Cl 7.509 3.871 -2.439
Te 0.634 4.230 -3.974
C -0.953 5.544 -3.486
C -0.607 6.767 -2.986
C -1.695 7.619 -2.721
C -2.875 6.964 -2.884
S -2.662 5.346 -3.568
H 0.468 7.013 -2.805
H -1.504 8.678 -2.404
H -3.867 7.377 -2.708
*
```

Values from the calculation:
Frontier orbital gap: 0.116 Ha
HOMO: -5.556 eV
ΔE to the lowest compared entry with this formula, charge and spin: 12.7 kcal/mol

Here are the Löwdin charges for atoms 1 to 2, given in e: number 1, In, carries 0.615; number 2, C, carries -0.041

***

Here is a molecular structure, C41H33CoN7O2P2Se4 at a distorted geometry from the OMol25 dataset. Energies are from the ωB97M-V functional and the def2-TZVPD basis.

```
! wB97M-V def2-TZVPD RIJCOSX def2/J DEFGRID3
* xyz 1 5
Co 0.429 1.698 -2.320
Se 1.765 1.453 4.429
P 0.576 -0.036 3.428
C 1.450 -1.608 3.376
C 2.061 -2.031 2.200
C 2.815 -3.192 2.209
C 2.964 -3.922 3.379
C 2.379 -3.479 4.559
C 1.634 -2.313 4.567
C -1.034 -0.213 4.245
C -1.775 0.962 4.379
C -3.013 0.927 4.994
C -3.510 -0.274 5.485
C -2.773 -1.441 5.350
C -1.531 -1.418 4.732
C 0.366 0.644 1.806
C -0.163 0.408 0.534
N 0.233 1.472 -0.199
N 0.889 2.327 0.565
N 0.977 1.855 1.768
P -1.161 -0.799 -0.362
Se -0.691 -0.630 -2.445
C -0.898 -2.471 0.286
C -1.381 -2.834 1.542
C -1.186 -4.122 2.009
C -0.512 -5.050 1.228
C -0.041 -4.693 -0.028
C -0.232 -3.403 -0.502
C -2.908 -0.356 -0.076
C -3.773 -0.268 -1.163
C -5.086 0.134 -0.977
C -5.548 0.432 0.297
C -4.695 0.323 1.386
C -3.375 -0.058 1.201
H 1.958 -1.460 1.283
H 3.288 -3.522 1.293
H 3.554 -4.829 3.380
H 2.514 -4.036 5.478
H 1.209 -1.943 5.494
H -1.373 1.893 3.995
H -3.588 1.839 5.092
H -4.473 -0.300 5.978
H -3.162 -2.377 5.729
H -0.964 -2.333 4.624
H -1.926 -2.123 2.151
H -1.564 -4.406 2.984
H -0.357 -6.055 1.598
H 0.468 -5.419 -0.647
H 0.134 -3.116 -1.478
H -3.411 -0.509 -2.154
H -5.747 0.216 -1.830
H -6.571 0.754 0.442
H -5.052 0.537 2.384
H -2.713 -0.106 2.053
Se 0.136 4.819 -4.275
Se -1.054 3.314 -5.502
C 0.189 1.834 -5.642
C 0.427 1.375 -6.933
C 1.306 0.326 -7.124
C 1.905 -0.241 -6.012
C 1.582 0.249 -4.761
N 0.746 1.279 -4.562
C -0.720 4.466 -2.591
C -1.091 5.551 -1.806
C -1.973 5.345 -0.763
C -2.479 4.067 -0.557
C -2.010 3.039 -1.344
N -1.108 3.214 -2.323
H -0.080 1.853 -7.759
H 1.511 -0.038 -8.122
H 2.597 -1.066 -6.099
H 2.001 -0.208 -3.876
H -0.720 6.536 -2.051
H -2.307 6.178 -0.158
H -3.233 3.881 0.195
H -2.373 2.027 -1.212
C 5.561 -0.767 -1.467
N 4.638 0.324 -1.745
C 5.114 1.539 -2.125
C 4.308 2.585 -2.398
C 2.899 2.355 -2.286
O 1.995 3.199 -2.517
N 2.449 1.132 -1.948
C 3.251 0.088 -1.632
O 2.831 -1.008 -1.274
H 6.274 -0.476 -0.695
H 6.103 -1.058 -2.368
H 4.978 -1.611 -1.116
H 6.191 1.612 -2.207
H 4.681 3.556 -2.683
*
```

Values from the calculation:
Frontier orbital gap (spin up / spin down): 0.287 / 0.197 Ha
HOMO (spin up / spin down): -10.348 / -10.339 eV
ΔE to the lowest compared entry with this formula, charge and spin: 0.0 kcal/mol

Here are the Löwdin charges for atoms 1 to 2, given in e: number 1, Co, carries 0.492; number 2, Se, carries 0.647

***

Here is a molecular structure, C41H33N2O2P2S3Ta from the OMol25 dataset. Energies are from the ωB97M-V functional and the def2-TZVPD basis.

```
! wB97M-V def2-TZVPD RIJCOSX def2/J DEFGRID3
* xyz 2 1
Ta 0.559 -0.662 0.863
S -1.364 -1.933 1.853
P -2.284 -0.744 0.470
C -1.057 0.461 0.250
P -0.812 1.614 1.527
S 0.739 0.746 2.733
C -0.220 3.182 0.914
C -0.777 3.665 -0.268
C -0.388 4.904 -0.749
C 0.562 5.646 -0.062
C 1.126 5.155 1.108
C 0.735 3.922 1.602
C -2.163 1.859 2.675
C -2.335 1.044 3.791
C -3.394 1.279 4.648
C -4.283 2.314 4.388
C -4.111 3.125 3.275
C -3.046 2.907 2.416
C -3.936 -0.266 0.958
C -4.556 -0.839 2.062
C -5.877 -0.520 2.346
C -6.562 0.371 1.534
C -5.936 0.949 0.435
C -4.624 0.629 0.140
C -2.434 -1.681 -1.059
C -3.545 -2.497 -1.263
C -3.598 -3.320 -2.377
C -2.550 -3.333 -3.287
C -1.446 -2.513 -3.093
C -1.390 -1.685 -1.983
H -1.492 3.070 -0.824
H -0.818 5.285 -1.665
H 0.870 6.610 -0.444
H 1.871 5.732 1.638
H 1.184 3.544 2.512
H -1.639 0.240 3.996
H -3.523 0.660 5.525
H -5.105 2.500 5.065
H -4.795 3.940 3.081
H -2.902 3.559 1.563
H -4.017 -1.527 2.701
H -6.367 -0.968 3.199
H -7.591 0.619 1.755
H -6.477 1.642 -0.196
H -4.146 1.067 -0.730
H -4.369 -2.494 -0.560
H -4.463 -3.949 -2.537
H -2.601 -3.974 -4.157
H -0.642 -2.504 -3.817
H -0.553 -1.000 -1.876
C 5.942 1.325 -5.260
C 5.184 1.155 -3.980
C 3.928 0.543 -3.963
C 3.229 0.395 -2.781
C 3.796 0.860 -1.598
C 5.043 1.474 -1.585
C 5.725 1.614 -2.779
S 2.926 0.664 -0.109
O 1.503 1.110 -0.263
O 3.694 1.178 0.974
N 2.466 -0.882 0.055
C 3.287 -1.978 0.336
C 4.651 -2.048 0.334
C 5.261 -3.306 0.544
C 4.517 -4.442 0.694
C 3.102 -4.379 0.673
C 2.251 -5.501 0.726
C 0.899 -5.305 0.618
C 0.383 -4.008 0.553
N 1.131 -2.907 0.568
C 2.494 -3.121 0.549
H 5.397 0.915 -6.106
H 6.912 0.829 -5.201
H 6.130 2.382 -5.451
H 3.499 0.187 -4.890
H 2.252 -0.071 -2.771
H 5.461 1.836 -0.656
H 6.695 2.094 -2.780
H 5.265 -1.173 0.169
H 6.340 -3.364 0.561
H 4.996 -5.403 0.818
H 2.667 -6.495 0.819
H 0.205 -6.132 0.607
H -0.686 -3.877 0.497
*
```

Values from the calculation:
Frontier orbital gap: 0.266 Ha
HOMO: -13.569 eV
ΔE to the lowest compared entry with this formula, charge and spin: 34.0 kcal/mol

Here are the Löwdin charges for atoms 1 to 2, given in e: number 1, Ta, carries 1.300; number 2, S, carries 0.445